1.
Molecular formula: C6H13BrN
Method: DFT, ωB97M-V/def2-TZVPD

Geometry (Å):
C  1.093  -0.970  -2.288
C  1.046  -0.170  -1.265
C  2.130  0.535  -0.509
C  -0.568  0.391  -0.530
Br  -0.771  2.361  -0.993
N  -0.724  0.235  0.918
C  -2.147  0.462  1.346
C  -0.235  -1.207  1.229
H  0.212  -1.133  -2.851
H  2.169  -1.017  -2.777
H  3.114  0.667  -1.070
H  2.456  0.181  0.459
H  1.827  1.554  -0.425
H  -1.427  -0.091  -0.870
H  -0.062  0.864  1.503
H  -2.389  0.207  2.423
H  -2.583  1.498  1.147
H  -2.812  -0.211  0.851
H  -0.359  -1.341  2.259
H  -0.810  -1.597  0.461
H  0.839  -1.219  0.981

Cartesian forces (eV/Å) of the 6 atoms listed first:
2.58 1.09 -1.60
-2.33 1.70 3.55
1.72 0.35 -1.47
3.56 1.68 -1.79
0.13 -1.61 0.34
2.09 1.17 2.86

## Properties
- E (hartree) = -2864.81697
- HOMO energy (eV) = -14.10
- total charge = +1
- LUMO energy (Eh) = -0.1211
- relative energy (zero: lowest compared OMol25 entry of this formula, charge and spin) (kcal per mole) = 47.68
- structure (SMILES) = C=C(C)[C@H](Br)[NH+](C)C


2.
Molecular formula: C6H13Cl10NO2
Method: DFT, ωB97M-V/def2-TZVPD

Geometry (Å):
C  10.003  9.386  -12.210
N  8.895  9.199  -11.254
O  8.977  9.722  -10.176
O  7.980  8.501  -11.613
H  10.871  8.776  -11.999
H  10.301  10.428  -12.254
H  9.591  9.076  -13.164
Cl  4.558  6.963  -7.751
C  5.509  8.263  -8.455
Cl  5.572  9.672  -7.387
H  6.514  7.909  -8.622
H  5.041  8.593  -9.370
Cl  9.616  6.152  -9.423
C  8.484  5.458  -10.566
Cl  6.973  4.942  -9.812
H  8.236  6.186  -11.329
H  8.932  4.595  -11.044
Cl  11.246  9.989  -17.745
C  9.585  9.699  -17.188
Cl  9.299  10.418  -15.610
H  8.927  10.159  -17.909
H  9.444  8.632  -17.102
Cl  12.853  8.249  -10.292
C  13.242  9.428  -9.033
Cl  13.956  10.892  -9.732
H  12.330  9.720  -8.538
H  13.993  8.996  -8.391
Cl  11.388  7.333  -14.800
C  12.186  6.106  -13.830
Cl  11.104  4.783  -13.411
H  13.019  5.689  -14.382
H  12.556  6.563  -12.920

Cartesian forces (eV/Å) of the 6 atoms listed first:
-0.14 0.20 -1.29
0.87 -0.07 0.15
0.09 0.48 0.76
-0.81 -0.55 -0.28
-0.16 -0.16 0.56
-0.09 0.08 0.29

## Properties
- E (hartree) = -5043.45833
- HOMO energy (eV) = -10.58
- LUMO energy (Eh) = 0.0080
- relative energy (zero: lowest compared OMol25 entry of this formula, charge and spin) (kcal per mole) = 0.14
- structure (SMILES) = C[N+](=O)[O-].ClCCl.ClCCl.ClCCl.ClCCl.ClCCl


> Which value of relative energy (zero: lowest compared OMol25 entry of this formula, charge and spin) does entry 1 give?

47.68 kcal per mole